This record from the OMol25 dataset describes a molecular structure, C40H36N3OPbS4Si in a non-equilibrium geometry. The level of theory is ωB97M-V/def2-TZVPD.

Last column: Mulliken charge in e.
Geometry (Å):
1 Pb 0.820 -0.761 -0.865  0.819
2 S 1.956 -3.078 -1.074  -0.370
3 C 3.648 -2.723 -0.789  0.772
4 C 4.559 -3.558 -1.455  -0.791
5 C 5.921 -3.421 -1.272  -0.646
6 C 6.419 -2.438 -0.423  -0.704
7 C 5.542 -1.602 0.239  -0.508
8 C 4.163 -1.726 0.055  0.406
9 S 3.092 -0.606 0.882  -0.084
10 C 3.776 0.947 0.220  -1.122
11 C 2.763 2.057 0.066  0.221
12 C 3.149 3.370 0.296  -0.879
13 C 2.271 4.390 -0.026  -0.971
14 C 1.015 4.070 -0.514  -0.992
15 C 0.677 2.737 -0.646  0.440
16 C -0.711 2.337 -1.075  -0.222
17 S -0.680 1.115 -2.426  -0.241
18 C 0.528 1.863 -3.461  0.290
19 C 0.146 3.031 -4.135  -0.547
20 C 1.034 3.691 -4.957  -0.766
21 C 2.320 3.180 -5.112  -0.669
22 C 2.701 2.027 -4.454  -0.806
23 C 1.814 1.333 -3.618  0.916
24 S 2.433 -0.133 -2.866  -0.342
25 N 1.546 1.757 -0.392  1.376
26 H 4.170 -4.319 -2.123  0.453
27 H 6.600 -4.085 -1.792  0.386
28 H 7.486 -2.329 -0.275  0.409
29 H 5.923 -0.852 0.922  0.410
30 H 4.161 0.704 -0.771  0.430
31 H 4.597 1.276 0.851  0.638
32 H 4.133 3.584 0.693  0.532
33 H 2.563 5.425 0.102  0.478
34 H 0.298 4.842 -0.765  0.560
35 H -1.288 3.203 -1.388  0.788
36 H -1.231 1.838 -0.250  -0.901
37 H -0.867 3.405 -4.013  0.460
38 H 0.728 4.589 -5.479  0.415
39 H 3.029 3.685 -5.757  0.402
40 H 3.706 1.638 -4.576  0.457
41 O 0.079 -0.254 0.894  1.465
42 Si -1.183 -0.303 1.989  -1.348
43 C -0.708 -1.313 3.469  0.600
44 C -1.673 -1.894 4.308  -0.180
45 C -1.300 -2.685 5.389  -0.766
46 C 0.044 -2.913 5.657  -0.507
47 C 1.018 -2.347 4.845  -0.665
48 C 0.646 -1.554 3.766  -0.318
49 C -2.792 -1.023 1.367  0.857
50 C -3.882 -0.222 0.998  -0.285
51 C -5.083 -0.789 0.575  -0.858
52 C -5.210 -2.172 0.507  -0.509
53 C -4.131 -2.986 0.840  -0.731
54 C -2.937 -2.415 1.265  -0.117
55 C -1.494 1.434 2.605  0.350
56 C -0.584 2.467 2.326  0.018
57 C -0.832 3.781 2.723  -0.545
58 C -1.996 4.086 3.415  -0.679
59 C -2.901 3.075 3.725  -0.719
60 C -2.649 1.766 3.333  -0.333
61 H -2.730 -1.737 4.111  0.325
62 H -2.060 -3.128 6.022  0.416
63 H 0.331 -3.529 6.501  0.384
64 H 2.067 -2.524 5.055  0.428
65 H 1.418 -1.119 3.134  0.185
66 H -3.807 0.859 1.078  0.426
67 H -5.922 -0.152 0.315  0.423
68 H -6.149 -2.616 0.196  0.432
69 H -4.229 -4.065 0.791  0.451
70 H -2.111 -3.062 1.548  0.452
71 H 0.339 2.228 1.805  0.237
72 H -0.112 4.562 2.500  0.464
73 H -2.189 5.103 3.738  0.392
74 H -3.803 3.309 4.280  0.418
75 H -3.363 0.988 3.600  0.400
76 C -2.812 -3.818 -3.844  -0.980
77 N -3.046 -2.636 -2.994  0.176
78 C -4.183 -1.762 -3.323  -0.880
79 C -2.082 -2.211 -2.213  0.197
80 N -1.216 -1.889 -1.511  -0.492
81 H -3.691 -4.458 -3.807  0.335
82 H -1.954 -4.372 -3.474  0.345
83 H -2.630 -3.515 -4.874  0.334
84 H -5.097 -2.352 -3.299  0.320
85 H -4.055 -1.337 -4.319  0.313
86 H -4.255 -0.968 -2.589  0.273

Results
- total charge = +1
- orbital gap (eV) = 6.228
- molar mass (g mol⁻¹) = 938.3
- E_LUMO (eV) = -4.203